17
Properties=species:S:1:pos:R:3:forces:R:3:mulliken_charge:R:1 method="wB97M-V/def2-TZVPD" e_tot_ha=-781.045312 charge=-1 homo_energy_ev=-4.44 spin_multiplicity=1 orbital_gap_ev=8.11 de_lowest_kcal_mol=26.5
S 1.1021 0.5629 -1.2454 -0.227 0.131 0.368 -0.822
O 0.0130 1.3717 1.6099 0.155 0.309 -0.214 -0.667
O -1.7805 2.1298 -0.6811 -0.288 -0.120 -0.447 -0.654
O -0.6157 -2.1019 -0.9140 0.111 -0.709 -1.087 -0.617
O 3.8192 -0.8619 0.9813 0.050 -0.169 0.263 -0.635
O -2.7726 -0.8751 0.7596 0.494 0.562 -1.621 -0.626
H -1.9649 -0.6986 0.2309 0.189 0.013 1.046 0.223
H 2.9135 -0.7093 1.2795 0.111 0.090 -0.227 0.325
H -3.3079 -0.5733 0.0052 -0.884 -0.168 0.644 0.343
H -0.0690 -1.3230 -1.1825 -0.258 0.071 0.808 0.300
H 3.7322 -0.9007 0.0246 -0.192 0.148 -0.077 0.316
H -1.5550 1.9994 0.2412 0.104 -0.167 0.365 0.373
H 0.3366 0.5091 1.3307 -0.063 -0.350 0.032 0.267
H -1.1769 1.5304 -1.1539 0.120 0.239 0.011 0.255
H 1.9492 0.0484 -2.1214 0.285 -0.162 -0.346 -0.042
H 0.4414 1.8991 0.9153 0.003 0.127 0.192 0.329
H -1.0647 -2.0070 -0.0799 0.289 0.155 0.289 0.333



19
Properties=species:S:1:pos:R:3:forces:R:3:mulliken_charge:R:1 method="wB97M-V/def2-TZVPD" e_tot_ha=-756.427333 charge=-1 homo_energy_ev=-3.76 spin_multiplicity=1 orbital_gap_ev=6.72 de_lowest_kcal_mol=26.7
I 8.0811 3.7417 5.7137 -0.267 0.050 0.177 -0.826
O 5.1848 6.3883 7.1737 1.225 1.905 -0.151 -0.724
O 5.5856 5.8664 9.9521 -0.252 -0.678 0.368 -0.753
O 11.3771 4.7262 7.8969 -0.423 0.038 1.609 -0.672
O 7.8811 4.4866 9.3304 -0.567 0.485 0.128 -0.607
O 8.3854 7.2880 8.2216 -0.668 -0.002 1.060 -0.542
O 10.3962 6.3127 5.4386 0.905 -0.059 1.611 -0.630
H 9.5244 6.3582 5.8769 0.400 -0.448 -0.401 0.256
H 8.3306 7.2228 9.1970 -0.225 -0.324 -0.724 0.304
H 11.7932 5.1663 8.6821 -0.726 -0.675 -1.036 0.301
H 5.4573 6.0427 6.3161 -0.026 -0.799 -0.035 0.324
H 5.2853 6.0599 9.0451 -0.068 -0.501 0.049 0.415
H 5.8428 7.1429 7.2240 -0.977 -1.120 0.281 0.320
H 5.5260 4.8924 10.0968 -0.213 1.175 -0.358 0.332
H 10.9644 5.8595 6.1360 -1.196 0.572 -1.215 0.352
H 8.0956 4.5329 8.3992 0.774 -0.645 -1.028 0.242
H 7.0683 5.0177 9.2338 0.388 -0.016 0.803 0.298
H 9.2141 7.7313 8.1015 0.783 0.350 -0.465 0.274
H 10.5432 4.2992 8.2454 1.134 0.695 -0.672 0.336



19
Properties=species:S:1:pos:R:3:forces:R:3:mulliken_charge:R:1 method="wB97M-V/def2-TZVPD" e_tot_ha=-756.454084 charge=-1 homo_energy_ev=-5.35 spin_multiplicity=1 orbital_gap_ev=8.52 de_lowest_kcal_mol=9.9
I -1.7046 0.1068 -0.6602 -0.143 0.134 -0.185 -0.617
O -0.1587 2.0115 1.8019 1.123 -0.872 0.423 -0.600
O -2.0287 -0.0674 2.8497 -0.207 -0.300 1.481 -0.614
O 1.2284 1.4866 -2.7444 -0.495 1.036 -0.352 -0.639
O 1.8936 0.4762 -0.0041 0.123 0.227 -0.537 -0.618
O 0.5358 -1.4998 -2.9638 1.827 -1.152 -1.017 -0.633
O 0.0800 -2.6217 0.8528 0.807 -0.127 -0.131 -0.620
H -0.6066 2.7822 2.1003 -0.697 0.925 -0.171 0.264
H 1.8649 0.8183 -2.5791 1.320 -0.871 0.157 0.344
H -1.7483 0.8420 2.9508 0.358 0.134 -0.135 0.327
H 0.9952 0.8267 -0.0587 0.081 0.046 -0.255 0.248
H 0.4616 1.0310 -2.4050 -0.887 0.089 0.127 0.210
H -2.2506 -0.1415 1.9338 -0.154 -0.075 -1.206 0.221
H -0.1737 -1.7144 0.6469 -0.250 0.149 -0.145 0.322
H -0.5446 1.6659 0.9848 -0.560 0.241 -0.077 0.219
H 1.8727 -0.0083 0.8106 0.073 -0.450 0.720 0.333
H -0.6743 -2.9952 1.2944 -0.494 -0.067 0.245 0.304
H 1.1158 -1.9248 -2.3095 -0.618 0.374 -0.105 0.340
H -0.1581 -1.0743 -2.5012 -1.208 0.560 1.163 0.209



36
Properties=species:S:1:pos:R:3:forces:R:3:mulliken_charge:R:1 method="wB97M-V/def2-TZVPD" e_tot_ha=-5138.701842 charge=0 homo_energy_ev=-9.03 spin_multiplicity=1 orbital_gap_ev=6.46 de_lowest_kcal_mol=18.5
Zn 5.5579 -2.6194 19.8588 -0.656 -1.509 -1.318 0.451
Zn 3.4302 0.6242 15.4683 -0.802 0.585 2.251 0.398
O 4.6575 1.8376 16.2775 0.377 -0.859 -0.940 -0.231
O 4.2236 -0.8819 16.7480 0.852 0.738 0.009 -0.395
O 4.4351 -2.4295 18.2048 -0.054 -0.241 0.208 -0.347
O 0.2953 -4.1073 15.8173 0.105 0.399 -0.094 -0.637
O 5.5987 -4.5401 19.7683 0.538 0.466 0.135 -0.331
O 5.7282 -6.3296 18.5539 0.152 0.388 0.211 -0.544
O 2.0391 0.8617 16.9159 0.098 -0.364 -0.179 -0.300
O 6.3060 3.1037 16.8587 -0.430 -0.414 -0.047 -0.567
O 7.2832 -2.2677 18.8736 0.490 0.906 0.749 -0.335
O 3.3953 -2.8231 16.3749 -0.080 -0.069 0.159 -0.721
O 3.9271 -2.6715 21.0051 -0.152 0.544 0.677 -0.293
O 4.3041 3.6401 17.4249 -0.449 0.011 0.045 -0.520
O 1.1154 2.3126 18.2176 0.096 0.289 0.289 -0.512
O 5.4133 -4.2013 14.9901 -0.116 0.054 0.131 -0.639
O 2.2279 -0.7259 14.6179 -0.058 -0.049 -0.881 -0.304
O 4.9209 -6.4286 20.5438 -0.023 -0.039 0.414 -0.550
O -0.1151 0.8451 17.2226 0.670 0.180 0.030 -0.604
O 2.1331 -5.2269 17.8933 0.176 0.139 -0.057 -0.647
N 0.9762 1.3764 17.4740 -0.689 -0.558 -0.672 0.828
N 5.0916 2.9114 16.8809 0.690 0.617 -0.130 0.861
N 5.4223 -5.8272 19.6208 -0.417 -0.282 -0.500 0.863
N 4.0186 -2.0435 17.0857 -0.634 -0.142 -0.138 1.208
H 3.3466 -3.4499 21.0064 0.367 -0.145 -0.294 0.347
H 3.0080 -4.9735 17.5713 -0.034 -0.016 0.055 0.311
H 2.3105 -1.2008 13.7818 0.071 -0.005 0.085 0.289
H 4.6501 -3.9074 15.5172 0.299 -0.143 -0.285 0.372
H 6.0493 -3.4827 15.0455 -0.017 -0.012 -0.061 0.282
H 1.9619 -6.0800 17.4788 -0.035 0.017 0.057 0.319
H 7.6609 -2.5486 18.0300 -0.416 -0.365 0.003 0.305
H 3.7317 -2.1747 21.8097 -0.027 0.033 -0.110 0.299
H 1.6048 -1.2317 15.1646 0.139 0.296 0.281 0.331
H -0.4705 -3.6380 16.1645 0.006 -0.061 0.015 0.312
H 7.7871 -1.4870 19.1446 0.064 -0.075 -0.190 0.352
H 0.9938 -3.9630 16.4726 -0.102 -0.312 0.092 0.348